27
Properties=species:S:1:pos:R:3 method="wB97M-V/def2-TZVPD" e_tot_ev=-22633.1218 orbital_gap_ha="0.187 / 0.186" lumo_ev="-4.602 / -4.639" max_force_ev_per_a=3.5 homo_energy_ha="-0.35617 / -0.35650" charge=+1
C -0.5418 -0.5349 -3.1822
C -0.4926 -1.4150 -4.3246
C 0.2134 -2.5704 -3.9365
C 0.7117 -2.4187 -2.6270
C 0.2211 -1.1650 -2.1227
Zr -1.3674 1.0069 -0.8189
P -0.2312 3.2709 -0.9755
H -0.9647 0.4973 -3.1652
H -0.9523 -1.2069 -5.2898
H 0.3879 -3.4368 -4.5731
H 0.4877 -0.6988 -1.1487
H 1.3191 -3.1202 -2.0599
H -0.6291 4.2687 0.0027
H -0.4401 4.0877 -2.1617
H 1.1946 3.4939 -0.8664
C -1.1708 0.4658 3.4878
N 0.1247 0.0284 2.9567
C 1.1277 -0.5307 3.8479
C 0.3919 0.0682 1.6611
O -0.4611 0.4693 0.8188
H -1.1197 0.3523 4.5761
H -1.9928 -0.1511 3.0986
H -1.3622 1.5201 3.2453
H 1.3208 -1.5869 3.6103
H 2.0777 0.0112 3.7471
H 0.7645 -0.4486 4.8744
H 1.3830 -0.2566 1.3255